# 1
{
  "formula": "C6H10FN",
  "method": "ωB97M-V/def2-TZVPD",
  "e_above_lowest_ev": 5.416,
  "e_homo_ev": [-7.23, -7.75],
  "gap_ev": [8.059, 8.135],
  "spin_multiplicity": 1,
  "energy_ev": -10585.654,
  "species": ["C", "C", "C", "C", "C", "C", "N", "F", "H", "H", "H", "H", "H", "H", "H", "H", "H", "H"],
  "coordinates": [[-0.8484, -2.8578, 0.9294], [-0.8554, -2.0325, 1.9367], [0.8147, -0.1813, 1.5275], [0.7241, 0.3658, -2.0513], [0.1268, 2.5084, -0.3768], [-0.0603, 1.0529, -0.9106], [0.1424, -1.0647, 2.0390], [-1.4792, 0.8194, -1.1548], [-1.4940, -3.7145, 0.7461], [-0.5302, -2.3658, 0.0133], [-1.4480, -2.0370, 2.9121], [1.5172, 0.3904, 2.0189], [0.0154, -0.0364, -2.8296], [1.3277, -0.3788, -1.5061], [1.3346, 1.0338, -2.5413], [1.1550, 2.6479, -0.1331], [-0.3666, 2.6311, 0.5407], [-0.0757, 3.2191, -1.1601]],
  "atomic_forces_ev_per_a": [[-1.427, -0.417, -2.440], [0.062, 1.200, 3.075], [-3.089, -1.555, -1.569], [-2.173, -0.980, 2.049], [0.841, -2.580, -1.708], [-1.893, 0.677, -0.639], [0.471, 0.753, 0.419], [2.063, 0.385, 0.691], [0.064, 0.187, 0.637], [1.008, -0.608, -0.052], [0.734, -0.537, -1.543], [1.950, 1.185, 1.042], [0.705, 0.029, 1.144], [-0.143, -0.129, -0.932], [1.643, 1.637, -0.999], [1.070, -0.078, 0.072], [-1.256, 0.363, 0.897], [-0.631, 0.468, -0.143]]
}

=====

# 2
{
  "formula": "C6H10FNP2",
  "method": "ωB97M-V/def2-TZVPD",
  "e_homo_ev": [-3.81, -9.31],
  "s_squared": 2.02,
  "gap_ev": [4.791, 8.034],
  "spin_multiplicity": 3,
  "energy_ev": -29162.715,
  "species": ["C", "C", "C", "C", "C", "C", "N", "F", "P", "P", "H", "H", "H", "H", "H", "H", "H", "H", "H", "H"],
  "coordinates": [[-1.3025, -0.5154, -1.6647], [-0.8255, 0.5068, -0.9540], [-0.2299, 0.4338, 0.3965], [-0.0602, 1.6696, 1.2231], [-1.4864, -1.8525, -1.1562], [1.1580, 1.0167, 0.6143], [-0.5941, -0.7713, 1.1112], [-0.7537, 1.7510, -1.5157], [-0.6776, -2.2068, 0.2936], [2.0214, 1.8840, -0.7646], [-1.6722, -0.3125, -2.6584], [-0.4002, 2.6010, 0.7943], [-0.2085, 1.5971, 2.2912], [-1.6020, -2.6611, -1.8610], [1.8046, 0.4668, 1.2928], [-0.1683, -0.8156, 2.0326], [0.5930, -2.8348, 0.5113], [-1.4166, -3.0131, 1.1576], [2.7313, 0.7523, -1.1748], [3.0895, 2.3038, 0.0310]],
  "atomic_forces_ev_per_a": [[-2.065, -2.903, -1.015], [1.043, 2.093, 1.450], [-0.335, 0.077, 0.067], [0.043, 0.255, -0.238], [0.202, 3.543, -2.237], [0.337, 0.328, -0.040], [-0.101, 1.381, -0.333], [-0.352, -0.929, 0.222], [0.825, -3.957, 2.188], [-0.151, 0.018, 0.161], [0.230, 0.128, -0.298], [0.031, 0.072, -0.053], [-0.054, -0.196, 0.018], [-0.389, 0.005, 0.007], [-0.231, -0.028, -0.091], [-0.029, -0.297, -0.133], [0.709, 0.429, 0.260], [-0.280, 0.072, 0.119], [0.221, -0.319, -0.276], [0.344, 0.228, 0.222]]
}

=====

# 3
{
  "formula": "C6H10GdO6",
  "method": "ωB97M-V/def2-TZVPD",
  "e_homo_ev": [-14.07, -15.51],
  "s_squared": 20.38,
  "gap_ev": [5.979, 2.123],
  "total_charge": 2,
  "spin_multiplicity": 9,
  "energy_ev": -39480.500,
  "species": ["O", "C", "O", "C", "C", "C", "C", "O", "C", "O", "O", "H", "H", "H", "H", "H", "H", "H", "H", "H", "Gd", "O", "H"],
  "coordinates": [[-2.0584, 0.9584, -1.4795], [-2.1022, 1.3757, -0.3006], [-1.2181, 1.0199, 0.6094], [-1.1653, -0.3885, 0.9674], [0.0401, -0.6205, 1.8522], [1.3969, -0.1280, 1.3328], [1.5965, -0.0924, -0.1678], [1.3079, -1.3840, -0.7228], [1.1371, -1.4454, -2.0311], [1.3452, -0.5539, -2.8187], [0.7088, -2.6618, -2.3468], [-1.1316, -0.9481, 0.0264], [-2.0870, -0.6084, 1.5189], [0.0688, -1.7080, 2.0089], [-0.1472, -0.1543, 2.8302], [2.1878, -0.7408, 1.7884], [1.5817, 0.8975, 1.6833], [2.6371, 0.1656, -0.4039], [0.9452, 0.6467, -0.6521], [0.6039, -2.7255, -3.3044], [-1.5229, 3.9936, 1.6882], [-2.0860, 2.6858, -0.4013], [-2.0384, 2.4165, -1.6772]],
  "atomic_forces_ev_per_a": [[-1.835, -1.964, 0.011], [5.851, 1.664, -4.186], [-1.893, -0.785, 2.223], [0.055, -0.630, 0.236], [-0.171, -0.171, 0.082], [0.304, -0.052, 0.137], [0.401, 0.931, 0.257], [-0.191, 0.072, -0.989], [-0.478, -3.013, 2.040], [0.194, 1.276, -0.850], [0.336, 1.259, -0.022], [-0.055, 0.002, 0.179], [0.232, -0.165, -0.237], [-0.006, 0.273, 0.068], [0.061, -0.263, -0.176], [-0.208, 0.177, -0.111], [0.019, -0.194, -0.144], [-0.263, -0.064, 0.051], [0.072, -0.128, 0.003], [-0.089, -0.307, -0.480], [-0.175, -0.365, -0.694], [-1.406, 2.947, 0.150], [-0.755, -0.501, 2.454]]
}

=====

# 4
{
  "formula": "C6H10I2O3",
  "method": "ωB97M-V/def2-TZVPD",
  "e_homo_ev": [-6.78, -6.78],
  "gap_ev": [5.965, 5.965],
  "spin_multiplicity": 1,
  "energy_ev": -28723.094,
  "species": ["C", "C", "C", "C", "C", "C", "O", "O", "O", "I", "I", "H", "H", "H", "H", "H", "H", "H", "H", "H", "H"],
  "coordinates": [[-0.9166, -0.0910, -1.6977], [-0.9028, -1.2421, -2.8404], [1.4117, 2.2292, 0.2488], [0.4408, -0.9208, 2.8979], [1.0953, -0.2169, 0.6098], [-1.7618, -0.2586, -0.6010], [-0.2851, 0.9670, -1.9185], [1.2164, 1.0120, 1.0721], [0.7576, -1.1597, 1.4802], [-2.1184, 1.5789, 0.4315], [-2.7129, -1.9797, 0.0527], [-1.8579, -1.1753, -3.3987], [-0.6124, -2.2604, -2.5115], [-0.0047, -0.7291, -3.4567], [2.3684, 2.2697, -0.1258], [1.1726, 3.0700, 0.9658], [0.6827, 2.2106, -0.5612], [-0.3135, -1.7220, 3.1196], [-0.0621, 0.1885, 3.0558], [1.3707, -1.0103, 3.4855], [1.0322, -0.7599, -0.3082]],
  "atomic_forces_ev_per_a": [[-1.220, -1.447, -0.675], [2.533, 2.756, -0.054], [-2.856, 0.785, 1.145], [-1.544, 2.173, 0.179], [-2.110, 0.481, 4.076], [0.638, 0.753, 0.314], [0.426, -0.225, -0.237], [0.239, -2.752, -1.409], [0.815, 1.616, -0.380], [-0.215, -0.646, 0.142], [0.088, 0.171, -0.165], [0.663, -0.322, 0.318], [-0.457, 0.638, -0.173], [-2.131, -1.701, 0.791], [2.304, -0.087, -0.529], [0.453, -1.121, -0.829], [-0.014, -0.119, 0.051], [0.893, 0.905, -0.095], [1.329, -2.982, -0.567], [-0.525, -0.005, -0.317], [0.691, 1.129, -1.584]]
}

=====

# 5
{
  "formula": "C6H10INS",
  "method": "ωB97M-V/def2-TZVPD",
  "e_above_lowest_ev": 0.603,
  "e_homo_ev": -8.32,
  "gap_ev": 8.481,
  "spin_multiplicity": 1,
  "energy_ev": -26808.051,
  "smiles": "CC1=C(I)SCC=N1.C",
  "species": ["C", "C", "C", "C", "C", "C", "N", "S", "I", "H", "H", "H", "H", "H", "H", "H", "H", "H", "H"],
  "coordinates": [[-0.4008, -0.2048, 0.9297], [1.3502, 1.1482, 0.4966], [0.4402, 2.2537, 0.1921], [-1.3268, 0.3593, 0.1032], [-0.7730, -1.1218, 2.1234], [0.6543, -1.3544, -2.4522], [0.9599, 0.0494, 0.9193], [-0.8655, 1.6519, -0.9881], [-3.2881, -0.5356, -0.0665], [0.6011, -0.3429, -1.7895], [2.3787, 1.4421, 0.4945], [-0.1973, 2.4884, 0.9525], [0.9234, 3.1603, -0.2761], [-1.2352, -0.5449, 2.8816], [0.0358, -1.5970, 2.5711], [-1.4390, -1.8487, 1.6401], [1.6702, -1.7088, -2.2888], [0.4488, -1.0856, -3.4839], [0.0630, -2.2089, -1.9589]],
  "atomic_forces_ev_per_a": [[-1.192, -0.402, 1.861], [0.746, 2.105, -0.010], [0.086, 0.829, -3.736], [0.342, -0.977, 0.148], [-1.258, 0.458, -3.124], [-0.057, 1.071, 3.074], [0.016, -1.456, -0.180], [0.250, -0.106, 0.150], [0.986, 0.758, -0.056], [-0.172, -2.651, -1.627], [0.898, -0.505, -0.158], [-1.105, 1.005, 2.699], [-0.517, -1.040, 0.651], [-0.944, 0.490, 0.627], [1.702, -0.803, 0.294], [-0.112, -0.127, 0.968], [0.300, 0.164, -0.530], [-0.179, -0.436, 0.044], [0.207, 1.623, -1.096]]
}

=====

# 6
{
  "formula": "C6H10KLiO3",
  "method": "ωB97M-V/def2-TZVPD",
  "e_above_lowest_ev": 0.237,
  "e_homo_ev": -6.37,
  "gap_ev": 5.374,
  "spin_multiplicity": 1,
  "energy_ev": -29055.059,
  "species": ["C", "C", "C", "C", "O", "O", "Li", "K", "H", "H", "H", "H", "C", "C", "O", "H", "H", "H", "H", "H", "H"],
  "coordinates": [[2.3192, 0.9193, 1.8081], [1.4858, 0.0054, 1.2412], [0.0139, -0.0581, 1.5166], [-0.2336, -1.2869, 2.2724], [-0.8816, -2.2593, 1.8470], [3.5879, 1.0632, 1.5738], [4.8696, 0.3230, 0.6535], [-2.4000, -2.8540, -0.4085], [1.8515, 1.6834, 2.4614], [1.8946, -0.7578, 0.5698], [-0.3336, 0.8156, 2.0868], [0.2613, -1.3895, 3.2593], [-0.8289, 0.4071, -2.8567], [-2.1135, 0.5395, -2.0405], [-2.1260, -0.3796, -1.0016], [-0.6964, 1.2615, -3.5380], [0.0209, 0.2889, -2.1665], [-0.8580, -0.5344, -3.4292], [-2.9513, 0.6644, -2.7613], [-2.1209, 1.5463, -1.5692], [-0.7608, 0.0020, 0.4815]],
  "atomic_forces_ev_per_a": [[-0.973, -0.033, -0.478], [0.443, 0.255, 0.252], [-2.302, 1.150, -2.924], [-1.233, -2.014, -0.524], [0.833, 1.139, 0.630], [1.074, -0.470, -0.355], [-0.653, 0.434, 0.467], [0.281, 0.984, 0.112], [0.196, -0.299, -0.090], [-0.053, 0.235, 0.097], [0.353, -0.169, 0.233], [-0.067, 0.114, -0.097], [0.047, -0.326, -0.074], [0.850, 0.877, 1.217], [-0.813, -0.914, -0.762], [0.175, -0.252, 0.078], [-0.170, 0.379, -0.193], [-0.051, 0.262, -0.094], [-0.290, -0.934, 0.231], [0.238, 0.170, -0.233], [2.115, -0.588, 2.509]]
}

=====

no.,strongest force on any atom (hartree/bohr)
1,0.074
2,0.089
3,0.144
4,0.090
5,0.074
6,0.076